No. 1
{"formula": "C2H3O3S2", "method": "the ωB97M-V functional and the def2-TZVPD basis", "species": ["C", "C", "O", "O", "O", "S", "S", "H", "H", "H"], "positions_angstrom": [[-0.78630, 0.68352, 1.07190], [-0.35635, -0.28415, -0.28935], [-1.99846, 0.67766, 1.15503], [0.08227, 1.24516, 1.73112], [1.90284, 0.41932, -0.21310], [-1.14743, -1.95990, -2.52251], [-0.98149, -0.06746, -1.80310], [-0.31118, -1.36415, 0.04218], [1.82702, -0.40535, 0.27664], [1.76908, 1.05536, 0.55121]], "atomic_forces_ev_per_a": [[0.41, 0.18, -1.62], [-2.31, 0.32, 1.54], [-0.75, -0.50, 0.05], [1.03, -0.19, 0.01], [0.62, 0.83, 1.31], [-0.07, 0.46, -0.45], [0.76, -1.25, 1.11], [0.43, 1.07, -0.71], [0.22, -0.27, -0.15], [-0.34, -0.65, -1.09]], "nbo_charge": [0.791, -0.424, -0.681, -0.758, -0.914, -0.648, 0.443, 0.220, 0.465, 0.506], "e_above_lowest_kcal_mol": 40.9, "charge": -1, "energy_ha": -1100.130151, "homo_ev": [-4.15, -4.15]}

No. 2
{"formula": "C5H8ClO3S", "method": "the ωB97M-V functional and the def2-TZVPD basis", "species": ["C", "C", "C", "C", "C", "O", "O", "O", "S", "Cl", "H", "H", "H", "H", "H", "H", "H", "H"], "positions_angstrom": [[-1.98572, 2.14441, 0.20258], [2.05538, 0.39342, -0.57491], [0.83178, -0.87240, 1.18768], [-0.33605, -0.80179, -1.12325], [0.61065, -0.10577, -0.16310], [-2.18738, 0.12666, 0.29020], [-2.40284, 2.33813, 1.29544], [-1.72493, 2.38865, -0.91592], [-1.95346, -0.83668, -0.75763], [-2.63339, -2.81335, 0.42721], [2.21036, 1.52451, -0.60219], [2.26736, 0.21511, -1.68738], [2.87523, -0.00845, 0.07367], [-0.15939, -1.18582, 1.61304], [1.43681, -0.34121, 1.91738], [1.42084, -1.72133, 0.84666], [-0.17840, -1.15436, -2.10511], [-0.14687, 0.71030, 0.07562]], "atomic_forces_ev_per_a": [[-1.82, 1.61, 0.96], [-0.16, 1.22, -2.09], [-1.24, -0.60, -1.14], [-1.00, 0.19, 1.13], [-0.53, 1.43, 1.38], [-0.90, 1.17, 2.83], [1.10, -0.21, -1.07], [0.52, -0.42, 0.24], [2.27, -1.32, -3.82], [-0.16, -0.63, 0.54], [-0.64, -1.22, 0.63], [-0.11, -0.45, 1.50], [-0.83, 0.05, -0.71], [1.07, 0.11, -0.27], [-0.15, 0.41, -0.01], [-0.10, -0.59, 0.52], [0.68, -0.69, -0.80], [1.99, -0.07, 0.19]], "nbo_charge": [1.044, -0.616, -0.603, -0.657, -0.279, -1.003, -0.570, -0.579, 1.280, -0.684, 0.209, 0.203, 0.203, 0.240, 0.188, 0.189, 0.213, 0.222], "e_above_lowest_kcal_mol": 0.0, "charge": -1, "energy_ha": -1279.441459, "homo_ev": -3.99}

No. 3
{"formula": "CH3N2OS2", "method": "the ωB97M-V functional and the def2-TZVPD basis", "species": ["N", "N", "S", "C", "O", "S", "H", "H", "H"], "positions_angstrom": [[-0.14477, 0.13313, 0.64390], [0.60391, -0.30668, -0.55286], [2.06423, 0.54489, -0.72506], [1.13214, 2.47668, -1.26366], [0.38500, 2.38997, -2.21355], [1.69532, 3.61704, -0.33837], [-0.17659, -0.62326, 1.30093], [0.41525, 0.98208, 1.01404], [0.10189, -0.14718, -1.42288]], "atomic_forces_ev_per_a": [[0.89, 2.14, -1.30], [-0.06, -0.56, 0.88], [-0.29, 1.01, -0.42], [-0.91, -2.68, -2.67], [0.46, -0.65, 0.96], [1.26, 2.64, 2.19], [0.50, -0.23, 0.28], [-1.28, -1.96, -0.45], [-0.58, 0.29, 0.54]], "nbo_charge": [-0.709, -0.651, -0.014, 0.246, -0.638, -0.287, 0.336, 0.361, 0.356], "e_above_lowest_kcal_mol": 7.1, "smiles": "NNSC([O-])=S", "charge": -1, "energy_ha": -1021.037964, "homo_ev": -3.27}

No. 4
{"formula": "C2H2N4O2S", "method": "the ωB97M-V functional and the def2-TZVPD basis", "species": ["C", "C", "N", "N", "N", "N", "O", "O", "S", "H", "H"], "positions_angstrom": [[-0.02173, -0.17515, 0.70877], [0.12083, 0.46162, -0.51057], [0.61676, 0.65925, 1.62826], [0.89070, 1.51793, -0.33552], [2.70729, 3.05064, 1.35687], [1.01804, 1.60943, 0.91884], [5.17261, 2.88446, 0.91580], [3.71609, 0.90664, 0.33227], [3.88374, 2.27746, 0.79662], [-0.75768, -1.02451, 0.98300], [-0.11180, 0.25908, -1.45631]], "atomic_forces_ev_per_a": [[-1.46, -0.19, 1.72], [1.12, 0.40, 2.35], [-0.61, -1.88, 0.89], [0.63, 1.72, -1.45], [-2.52, -1.32, -0.24], [2.16, 1.76, 0.40], [-0.59, -0.02, -0.29], [0.70, 2.14, 0.40], [0.01, -2.98, -0.16], [1.86, 1.61, -0.19], [-1.31, -1.25, -3.43]], "nbo_charge": [-0.090, -0.087, -0.233, -0.248, -0.608, 0.220, -0.792, -0.805, 2.190, 0.241, 0.213], "e_above_lowest_kcal_mol": 93.5, "energy_ha": -844.833308, "homo_ev": [-10.68, -10.68]}

No. 5
{"formula": "C3H6N2O2S", "method": "the ωB97M-V functional and the def2-TZVPD basis", "species": ["H", "N", "C", "N", "S", "C", "C", "O", "O", "H", "H", "H", "H", "H"], "positions_angstrom": [[-2.97626, 0.21568, 0.42273], [-2.68710, -0.74675, 0.25861], [-1.48060, -0.86122, -0.07218], [-0.48445, 0.13184, -0.15470], [-0.94334, 1.77661, -0.11751], [0.78336, -0.18270, -0.82960], [2.00434, 0.09403, 0.02801], [3.09175, 0.25348, -0.43753], [1.78264, 0.11139, 1.34494], [-1.07668, -1.88202, -0.23306], [-0.49810, 2.06147, 1.13232], [0.90337, 0.35949, -1.77278], [0.77093, -1.25435, -1.08895], [0.81014, -0.07694, 1.51971]], "atomic_forces_ev_per_a": [[0.10, 0.11, -0.02], [-0.09, -0.10, -0.10], [0.19, -0.53, 0.34], [0.26, -0.03, -0.35], [0.16, -0.09, 0.28], [-0.55, -0.26, -0.30], [-0.09, -0.09, -0.12], [0.13, 0.04, -0.05], [-1.39, -0.30, 0.71], [-0.12, 0.64, -0.10], [-0.13, -0.03, -0.27], [-0.07, 0.02, 0.20], [0.12, 0.29, 0.17], [1.49, 0.34, -0.39]], "nbo_charge": [0.347, -0.653, 0.269, -0.630, 0.198, -0.344, 0.769, -0.552, -0.665, 0.173, 0.116, 0.239, 0.237, 0.497], "e_above_lowest_kcal_mol": 38.9, "smiles": "[H]/N=C\\N(S)CC(=O)O", "energy_ha": -776.078130, "homo_ev": -10.04}